Entry 1:
2 unconnected molecules or ions with the total composition C5H14 in a non-equilibrium geometry. Source: the OMol25 dataset; level of theory: the ωB97M-V functional and the def2-TZVPD basis.

Results
SMILES	CCC.CC
E_LUMO	1.10	eV
energy above the lowest of the compared OMol25 structures with the same formula, charge and spin	34.9	kcal per mole
HOMO level	-10.664	eV
spin multiplicity	1
orbital gap	11.77	eV

Element x y z (Å)
C 3.2406 -0.9494 0.4115
C 1.7810 -0.7337 0.7124
C 0.5746 -0.6659 -0.2700
H 3.5886 -1.9168 0.6538
H 3.5261 -0.5536 -0.6247
H 3.8143 -0.5731 1.2716
H 1.6812 0.1173 1.4331
H 1.6400 -1.5348 1.4095
H -0.3465 -0.8337 0.2629
H 0.6455 -1.5057 -1.0041
H 0.5104 0.2945 -0.7405
C -3.0794 0.5555 -0.4203
C -2.0700 1.7807 -0.4854
H -2.6152 -0.4168 -0.1546
H -3.8074 0.6106 0.4698
H -3.5496 0.4523 -1.3694
H -1.9051 2.0500 0.5994
H -1.1147 1.3273 -0.9308
H -2.5142 2.4953 -1.2243

So, what does the natural (NBO) scheme give us? The charges, in e, come out as:
1. C -0.6215
2. C -0.4080
3. C -0.6004
4. H 0.2095
5. H 0.2075
6. H 0.2167
7. H 0.1882
8. H 0.1940
9. H 0.2111
10. H 0.2026
11. H 0.2006
12. C -0.6114
13. C -0.6259
14. H 0.1981
15. H 0.2007
16. H 0.2020
17. H 0.2156
18. H 0.2053
19. H 0.2154

=====

Entry 2:
2 unconnected molecules or ions with the total composition C5H14 in a non-equilibrium geometry. Source: the OMol25 dataset; level of theory: the ωB97M-V functional and the def2-TZVPD basis.

Results
SMILES	CCC.CC
E_LUMO	1.16	eV
energy above the lowest of the compared OMol25 structures with the same formula, charge and spin	9.6	kcal per mole
HOMO level	-11.275	eV
spin multiplicity	1
orbital gap	12.43	eV

Element x y z (Å)
C -0.6311 3.0937 0.3124
C -0.2225 1.7271 -0.2123
C -0.2225 0.6881 0.9316
H -0.0761 3.4766 1.1619
H -1.6879 3.2168 0.5548
H -0.3991 3.8352 -0.4699
H -0.8552 1.4035 -1.0403
H 0.7873 1.7658 -0.6154
H 0.6908 0.7988 1.5313
H -1.0676 0.8499 1.6009
H -0.1515 -0.3423 0.6174
C -0.0022 -2.3128 -0.9604
C 1.0338 -3.0390 -0.0937
H -0.7272 -2.9241 -1.5071
H -0.6157 -1.5785 -0.4605
H 0.4957 -1.7010 -1.7267
H 1.3902 -3.9288 -0.6130
H 1.7888 -2.3046 0.1386
H 0.5390 -3.4538 0.7867

So, what does the natural (NBO) scheme give us? The charges, in e, come out as:
1. C -0.6108
2. C -0.3989
3. C -0.6071
4. H 0.2052
5. H 0.2046
6. H 0.2052
7. H 0.1980
8. H 0.1958
9. H 0.1994
10. H 0.2010
11. H 0.2056
12. C -0.6080
13. C -0.6137
14. H 0.2036
15. H 0.2002
16. H 0.1978
17. H 0.2094
18. H 0.2090
19. H 0.2037

=====

Entry 3:
2 unconnected molecules or ions with the total composition C5H14 in a non-equilibrium geometry. Source: the OMol25 dataset; level of theory: the ωB97M-V functional and the def2-TZVPD basis.

Results
SMILES	CCC.CC
E_LUMO	1.14	eV
energy above the lowest of the compared OMol25 structures with the same formula, charge and spin	9.0	kcal per mole
HOMO level	-11.205	eV
spin multiplicity	1
orbital gap	12.35	eV

Element x y z (Å)
C -0.0647 1.8753 -1.3090
C -1.2969 1.1336 -0.7838
C -1.4285 1.2034 0.7550
H 0.0527 1.6696 -2.3732
H -0.1182 2.9505 -1.1538
H 0.8443 1.5028 -0.8367
H -2.1226 1.7290 -1.1582
H -1.4654 0.1651 -1.2493
H -0.4160 1.3977 1.1412
H -2.0615 2.0233 1.0771
H -1.7027 0.2543 1.2187
C 1.7369 -2.5858 0.9518
C 0.8818 -1.5034 0.2748
H 1.6947 -2.4632 2.0393
H 1.3346 -3.5635 0.7036
H 2.7988 -2.5227 0.7276
H -0.1411 -1.6814 0.5873
H 1.2470 -0.4915 0.4397
H 0.7708 -1.7337 -0.7857

So, what does the natural (NBO) scheme give us? The charges, in e, come out as:
1. C -0.6016
2. C -0.4071
3. C -0.6145
4. H 0.2074
5. H 0.2040
6. H 0.1945
7. H 0.1949
8. H 0.2044
9. H 0.1983
10. H 0.2084
11. H 0.2120
12. C -0.6028
13. C -0.6095
14. H 0.1982
15. H 0.2026
16. H 0.2013
17. H 0.2026
18. H 0.2055
19. H 0.2014

=====

Entry 4:
2 unconnected molecules or ions with the total composition C5H14 in a non-equilibrium geometry. Source: the OMol25 dataset; level of theory: the ωB97M-V functional and the def2-TZVPD basis.

Results
SMILES	CCC.CC
E_LUMO	1.11	eV
energy above the lowest of the compared OMol25 structures with the same formula, charge and spin	40.9	kcal per mole
HOMO level	-10.720	eV
spin multiplicity	1
orbital gap	11.83	eV

Element x y z (Å)
C -0.3663 -0.0265 1.2447
C -0.6203 -1.6115 1.3804
C -2.0419 -1.7143 0.5887
H -0.8787 0.3224 0.2145
H 0.7263 0.2118 1.2533
H -0.6364 0.4469 2.1858
H 0.1544 -2.2417 0.9287
H -0.6929 -1.9690 2.4106
H -2.9458 -1.2842 1.0091
H -1.8599 -1.3226 -0.4761
H -2.3798 -2.8470 0.6872
C 1.0733 2.1548 -1.2529
C 1.8661 1.0332 -1.8460
H 1.5537 3.1220 -1.3701
H -0.0549 2.0960 -1.3653
H 1.0236 2.0630 -0.1195
H 1.6715 0.8164 -2.8489
H 1.8940 0.1476 -1.3230
H 2.9600 1.4236 -1.8765

So, what does the natural (NBO) scheme give us? The charges, in e, come out as:
1. C -0.6275
2. C -0.4002
3. C -0.6236
4. H 0.2085
5. H 0.2039
6. H 0.2161
7. H 0.2005
8. H 0.2009
9. H 0.2132
10. H 0.2059
11. H 0.2013
12. C -0.6260
13. C -0.6045
14. H 0.2143
15. H 0.2079
16. H 0.2069
17. H 0.2035
18. H 0.2049
19. H 0.1940

=====

Entry 5:
2 unconnected molecules or ions with the total composition C5H14 in a non-equilibrium geometry. Source: the OMol25 dataset; level of theory: the ωB97M-V functional and the def2-TZVPD basis.

Results
SMILES	CCC.CC
E_LUMO	1.11	eV
energy above the lowest of the compared OMol25 structures with the same formula, charge and spin	8.9	kcal per mole
HOMO level	-11.209	eV
spin multiplicity	1
orbital gap	12.32	eV

Element x y z (Å)
C -0.6127 2.0039 1.0162
C -1.1420 0.6847 0.4532
C -2.5205 0.2907 1.0007
H -0.3584 1.8609 2.0626
H -1.4484 2.7015 1.0127
H 0.1604 2.4924 0.4277
H -1.2650 0.6976 -0.6397
H -0.3836 -0.0824 0.5570
H -2.4281 -0.4893 1.7576
H -2.9603 1.1336 1.5275
H -3.2407 0.0125 0.2344
C 2.2597 -0.9043 -0.6552
C 1.7701 -1.8941 -1.7289
H 1.6924 0.0131 -0.8335
H 2.0335 -1.2970 0.3339
H 3.3302 -0.7056 -0.6821
H 2.2836 -2.8497 -1.5692
H 2.1073 -1.5394 -2.6998
H 0.7223 -2.1293 -1.5753

So, what does the natural (NBO) scheme give us? The charges, in e, come out as:
1. C -0.6050
2. C -0.4058
3. C -0.6122
4. H 0.2033
5. H 0.1968
6. H 0.2124
7. H 0.1939
8. H 0.1983
9. H 0.2061
10. H 0.2011
11. H 0.2106
12. C -0.6028
13. C -0.6073
14. H 0.1996
15. H 0.1990
16. H 0.2034
17. H 0.1960
18. H 0.2057
19. H 0.2072

=====

Entry 6:
2 unconnected molecules or ions with the total composition C5H14 in a non-equilibrium geometry. Source: the OMol25 dataset; level of theory: the ωB97M-V functional and the def2-TZVPD basis.

Results
SMILES	CCC.CC
E_LUMO	1.17	eV
energy above the lowest of the compared OMol25 structures with the same formula, charge and spin	8.2	kcal per mole
HOMO level	-11.046	eV
spin multiplicity	1
orbital gap	12.21	eV

Element x y z (Å)
C -0.3395 0.9875 2.6048
C 0.1483 0.7095 1.2000
C -0.3278 1.5506 0.0408
H 0.2708 0.4903 3.3441
H -0.3545 2.0660 2.7546
H -1.4008 0.7273 2.6555
H 0.0527 -0.3317 0.9107
H 1.2329 0.8647 1.2509
H -0.1139 1.1359 -0.9432
H 0.1267 2.5458 -0.0316
H -1.3962 1.7620 0.0226
C 0.3262 -1.1257 -2.4651
C 0.2050 -2.0388 -1.2319
H 0.8436 -1.6584 -3.2605
H -0.6357 -0.6882 -2.7254
H 0.9947 -0.3034 -2.1962
H -0.5150 -1.6274 -0.5278
H 1.1503 -2.2214 -0.7335
H -0.1815 -3.0048 -1.5749

So, what does the natural (NBO) scheme give us? The charges, in e, come out as:
1. C -0.6006
2. C -0.4036
3. C -0.6145
4. H 0.2131
5. H 0.2018
6. H 0.1987
7. H 0.1983
8. H 0.1900
9. H 0.2129
10. H 0.2029
11. H 0.1994
12. C -0.6091
13. C -0.6047
14. H 0.2058
15. H 0.2076
16. H 0.1978
17. H 0.2000
18. H 0.2041
19. H 0.2003

=====

Entry 7:
2 unconnected molecules or ions with the total composition C5H14 in a non-equilibrium geometry. Source: the OMol25 dataset; level of theory: the ωB97M-V functional and the def2-TZVPD basis.

Results
SMILES	CCC.CC
E_LUMO	1.15	eV
energy above the lowest of the compared OMol25 structures with the same formula, charge and spin	27.2	kcal per mole
HOMO level	-10.982	eV
spin multiplicity	1
orbital gap	12.13	eV

Element x y z (Å)
C 0.5163 -1.2825 -0.7693
C -0.9627 -1.4299 -0.9826
C -1.6627 -1.5207 0.4126
H 0.9122 -2.0450 -0.0490
H 1.2631 -1.4477 -1.6161
H 0.6886 -0.2859 -0.3872
H -1.2420 -2.2987 -1.5403
H -1.2064 -0.4759 -1.7071
H -1.0491 -2.2664 0.8909
H -2.6359 -1.9137 0.2747
H -1.6814 -0.5870 1.0748
C 0.3333 2.4441 0.5470
C 1.5972 1.6049 0.6348
H 0.5458 3.5419 0.4628
H -0.3794 2.1550 -0.2657
H -0.2149 2.4026 1.5010
H 1.5507 0.7123 1.2575
H 2.1583 1.5848 -0.2647
H 2.3619 2.0287 1.3132

So, what does the natural (NBO) scheme give us? The charges, in e, come out as:
1. C -0.6211
2. C -0.3877
3. C -0.6080
4. H 0.1898
5. H 0.2094
6. H 0.2161
7. H 0.1982
8. H 0.1852
9. H 0.2013
10. H 0.2074
11. H 0.2076
12. C -0.6198
13. C -0.6446
14. H 0.2092
15. H 0.2078
16. H 0.2061
17. H 0.2206
18. H 0.2139
19. H 0.2086

=====

Entry 8:
2 unconnected molecules or ions with the total composition C5H14 in a non-equilibrium geometry. Source: the OMol25 dataset; level of theory: the ωB97M-V functional and the def2-TZVPD basis.

Results
SMILES	CCC.CC
E_LUMO	1.14	eV
energy above the lowest of the compared OMol25 structures with the same formula, charge and spin	9.2	kcal per mole
HOMO level	-11.240	eV
spin multiplicity	1
orbital gap	12.38	eV

Element x y z (Å)
C 0.2534 1.6373 0.5846
C 0.4811 0.8823 1.9207
C 1.7107 0.0105 1.8074
H 0.5364 1.0388 -0.2669
H 0.8378 2.5553 0.6185
H -0.7851 1.9499 0.4552
H 0.4066 1.6639 2.6754
H -0.3858 0.2336 2.0837
H 1.9465 -0.4989 2.7485
H 1.5929 -0.7986 1.0894
H 2.5991 0.5840 1.5318
C -1.1683 -0.7928 -1.2588
C -1.1269 -1.5631 -2.5732
H -1.4803 0.2355 -1.3855
H -1.7125 -1.2345 -0.4200
H -0.1735 -0.7667 -0.8025
H -1.9896 -1.2271 -3.1498
H -0.2949 -1.2737 -3.2118
H -1.2476 -2.6356 -2.4467

So, what does the natural (NBO) scheme give us? The charges, in e, come out as:
1. C -0.6024
2. C -0.4022
3. C -0.6087
4. H 0.2019
5. H 0.1983
6. H 0.2036
7. H 0.2034
8. H 0.1911
9. H 0.2077
10. H 0.2052
11. H 0.2019
12. C -0.6113
13. C -0.6140
14. H 0.2052
15. H 0.2084
16. H 0.1951
17. H 0.2006
18. H 0.2073
19. H 0.2088

=====

Entry 9:
2 unconnected molecules or ions with the total composition C5H14 in a non-equilibrium geometry. Source: the OMol25 dataset; level of theory: the ωB97M-V functional and the def2-TZVPD basis.

Results
SMILES	CCC.CC
E_LUMO	1.13	eV
energy above the lowest of the compared OMol25 structures with the same formula, charge and spin	16.5	kcal per mole
HOMO level	-11.110	eV
spin multiplicity	1
orbital gap	12.24	eV

Element x y z (Å)
C 0.6003 0.7728 0.6828
C 1.6421 -0.2583 1.0349
C 3.0413 0.2983 1.2255
H 0.8596 1.3456 -0.2205
H 0.5350 1.6442 1.3301
H -0.4490 0.5120 0.6485
H 1.3380 -0.7698 1.9711
H 1.8014 -1.0495 0.2967
H 3.8097 -0.2727 0.6617
H 3.3282 1.2771 0.8289
H 3.3963 0.3984 2.2442
C -2.5791 -1.1923 -1.2792
C -2.5789 0.2849 -1.5542
H -3.3238 -1.8430 -1.7312
H -1.6402 -1.6546 -1.5004
H -2.7036 -1.3421 -0.1884
H -3.2853 0.8644 -0.9570
H -1.6097 0.7325 -1.3093
H -2.7203 0.6022 -2.5757

So, what does the natural (NBO) scheme give us? The charges, in e, come out as:
1. C -0.6189
2. C -0.4164
3. C -0.6220
4. H 0.2026
5. H 0.2079
6. H 0.2135
7. H 0.2026
8. H 0.2058
9. H 0.2064
10. H 0.2092
11. H 0.2092
12. C -0.6151
13. C -0.6159
14. H 0.2082
15. H 0.2051
16. H 0.2017
17. H 0.2034
18. H 0.2076
19. H 0.2051

=====

Entry 10:
2 unconnected molecules or ions with the total composition C5H14 in a non-equilibrium geometry. Source: the OMol25 dataset; level of theory: the ωB97M-V functional and the def2-TZVPD basis.

Results
SMILES	CCC.CC
E_LUMO	1.15	eV
energy above the lowest of the compared OMol25 structures with the same formula, charge and spin	14.7	kcal per mole
HOMO level	-10.935	eV
spin multiplicity	1
orbital gap	12.08	eV

Element x y z (Å)
C -1.3917 -0.7171 0.4763
C -0.2083 -1.6919 0.2828
C -0.4933 -3.1510 0.1024
H -1.9606 -0.9002 1.3839
H -0.9575 0.2666 0.5573
H -2.1659 -0.8623 -0.2720
H 0.4994 -1.4596 1.0912
H 0.3345 -1.3906 -0.6361
H 0.2567 -3.6941 -0.4938
H -1.5537 -3.3156 -0.1626
H -0.4218 -3.6638 1.0731
C 1.2713 3.2488 -0.1704
C 0.7803 1.9000 -0.6849
H 1.5218 3.3018 0.9021
H 2.0638 3.6077 -0.8161
H 0.3972 3.9246 -0.1378
H 1.6235 1.2860 -1.0338
H 0.0889 2.0190 -1.5283
H 0.3154 1.2918 0.0669

So, what does the natural (NBO) scheme give us? The charges, in e, come out as:
1. C -0.6001
2. C -0.4008
3. C -0.6185
4. H 0.1978
5. H 0.2062
6. H 0.2023
7. H 0.1959
8. H 0.1916
9. H 0.2150
10. H 0.2082
11. H 0.2023
12. C -0.6160
13. C -0.6025
14. H 0.2073
15. H 0.2084
16. H 0.2019
17. H 0.1998
18. H 0.2049
19. H 0.1965

=====

Entry 11:
2 unconnected molecules or ions with the total composition C5H14 in a non-equilibrium geometry. Source: the OMol25 dataset; level of theory: the ωB97M-V functional and the def2-TZVPD basis.

Results
SMILES	CCC.CC
E_LUMO	1.08	eV
energy above the lowest of the compared OMol25 structures with the same formula, charge and spin	44.8	kcal per mole
HOMO level	-10.717	eV
spin multiplicity	1
orbital gap	11.79	eV

Element x y z (Å)
C -1.1467 0.1463 1.9034
C 0.2623 0.4384 1.6484
C 0.7010 1.9052 1.8873
H -1.4319 -0.1917 2.8759
H -1.5472 -0.7578 1.2873
H -1.8511 1.1138 1.6210
H 0.7719 0.0068 2.5976
H 0.5257 0.1313 0.7116
H 0.3802 2.6267 1.0607
H 0.2325 2.3726 2.8341
H 1.7491 1.9226 1.9784
C 0.8226 -1.0268 -2.3509
C -0.5252 -1.4848 -2.7685
H 1.2321 -1.4612 -1.5673
H 1.6398 -1.1868 -3.1234
H 0.8592 0.0949 -2.1785
H -0.9382 -0.9398 -3.5747
H -1.3293 -1.2274 -2.0591
H -0.4070 -2.4824 -2.7833

So, what does the natural (NBO) scheme give us? The charges, in e, come out as:
1. C -0.5976
2. C -0.4230
3. C -0.5946
4. H 0.2094
5. H 0.2073
6. H 0.1887
7. H 0.1986
8. H 0.2089
9. H 0.1953
10. H 0.2014
11. H 0.2052
12. C -0.5854
13. C -0.6138
14. H 0.1955
15. H 0.1961
16. H 0.1912
17. H 0.2122
18. H 0.1989
19. H 0.2057

=====

Entry 12:
2 unconnected molecules or ions with the total composition C5H14 in a non-equilibrium geometry. Source: the OMol25 dataset; level of theory: the ωB97M-V functional and the def2-TZVPD basis.

Results
SMILES	CCC.CC
E_LUMO	1.14	eV
energy above the lowest of the compared OMol25 structures with the same formula, charge and spin	49.0	kcal per mole
HOMO level	-10.464	eV
spin multiplicity	1
orbital gap	11.60	eV

Element x y z (Å)
C 0.4450 -0.9390 1.2736
C -0.7912 -1.2809 0.5840
C -2.1037 -0.6191 1.0465
H 1.2078 -1.6694 1.2842
H 0.0486 -0.8773 2.3519
H 0.8889 0.1172 1.2005
H -0.7235 -0.9469 -0.4990
H -0.9177 -2.4003 0.4928
H -2.9668 -1.3395 1.4079
H -1.8922 -0.0332 1.9116
H -2.7220 -0.0635 0.2789
C 0.6261 1.1389 -0.9954
C 1.7435 1.3115 -2.0027
H 0.8036 1.7069 -0.0248
H -0.4362 1.4613 -1.2269
H 0.6339 0.1618 -0.6417
H 1.3453 0.8992 -2.9989
H 2.6959 1.0234 -1.4787
H 2.1147 2.3490 -1.9639

So, what does the natural (NBO) scheme give us? The charges, in e, come out as:
1. C -0.6294
2. C -0.4300
3. C -0.6185
4. H 0.2208
5. H 0.1985
6. H 0.2185
7. H 0.2010
8. H 0.2120
9. H 0.2069
10. H 0.2037
11. H 0.2152
12. C -0.6053
13. C -0.6469
14. H 0.1886
15. H 0.2040
16. H 0.2050
17. H 0.2258
18. H 0.2188
19. H 0.2113